Record 1
Formula: C33H46N4P
Source: the Open Molecules 2025 dataset
Level of theory: the ωB97M-V functional and the def2-TZVPD basis

Results
HOMO energy (eV): -9.607
Calculated total energy (eV): -50209.1536
Net charge: +1
HOMO-LUMO gap (hartree): 0.2001
M (g mol⁻¹): 529.73

Last column: Mulliken charge in e.
CARTESIAN COORDINATES (ANGSTROEM)
1 C -6.20 -1.18 -4.78  -0.954
2 N -5.61 -1.74 -3.59  0.257
3 C -6.11 -3.05 -3.24  -0.998
4 C -4.39 -1.28 -3.03  -0.269
5 C -4.42 -0.32 -1.98  -0.431
6 C -3.23 0.07 -1.37  -0.225
7 C -1.99 -0.43 -1.71  0.134
8 C -0.82 -0.11 -0.77  1.398
9 C 0.48 -0.54 -1.46  -0.343
10 C 1.67 0.14 -1.41  -0.832
11 C 2.91 -0.24 -2.06  0.509
12 C 4.14 0.36 -1.63  -0.927
13 C 5.37 -0.04 -2.24  -0.294
14 C 5.35 -1.02 -3.26  -0.234
15 N 6.58 -1.47 -3.82  0.294
16 C 7.26 -2.66 -3.36  -1.007
17 C 7.18 -0.85 -4.98  -0.990
18 C 4.12 -1.52 -3.73  -0.210
19 C 2.94 -1.13 -3.13  -0.763
20 C -1.95 -1.33 -2.83  -0.452
21 C -3.15 -1.76 -3.47  -0.679
22 H -5.84 -0.15 -4.94  0.298
23 H -5.97 -1.78 -5.68  0.304
24 H -7.30 -1.16 -4.68  0.306
25 H -5.71 -3.36 -2.26  0.275
26 H -7.22 -3.02 -3.19  0.332
27 H -5.86 -3.80 -4.00  0.335
28 H -5.38 0.11 -1.67  0.415
29 H -3.25 0.82 -0.55  0.320
30 H -0.76 1.10 -0.66  0.356
31 H 0.53 -1.52 -1.92  0.594
32 H 1.70 1.02 -0.79  0.520
33 H 4.16 1.09 -0.85  0.431
34 H 6.30 0.35 -1.88  0.464
35 H 6.82 -2.97 -2.40  0.277
36 H 7.13 -3.47 -4.09  0.315
37 H 8.34 -2.44 -3.23  0.333
38 H 6.72 0.12 -5.19  0.288
39 H 8.26 -0.69 -4.84  0.315
40 H 7.07 -1.47 -5.87  0.315
41 H 4.11 -2.25 -4.57  0.383
42 H 1.98 -1.54 -3.49  0.379
43 H -1.02 -1.73 -3.25  0.277
44 H -3.11 -2.46 -4.34  0.379
45 C 2.82 0.03 2.24  -1.394
46 C 1.67 -0.33 3.18  1.063
47 C 1.22 -1.79 2.90  -1.990
48 C 2.08 -0.20 4.64  -1.595
49 N 0.48 0.56 2.92  0.765
50 P -1.02 -0.03 2.52  -0.345
51 H -0.87 -0.06 0.35  -1.103
52 N -1.77 1.42 2.90  0.627
53 C -3.25 1.54 3.20  1.036
54 C -3.42 1.88 4.67  -1.544
55 C -3.89 0.15 2.92  -1.983
56 C -3.90 2.58 2.31  -1.074
57 C -0.84 2.45 3.20  1.425
58 C 0.48 1.95 3.20  1.568
59 C 1.53 2.75 3.63  -0.987
60 C 1.27 4.07 4.06  -1.039
61 C -0.03 4.56 4.05  -1.051
62 C -1.10 3.75 3.63  -0.950
63 H 3.15 1.05 2.40  0.262
64 H 3.67 -0.65 2.41  0.529
65 H 2.51 -0.05 1.19  0.331
66 H 0.42 -2.08 3.58  0.515
67 H 0.90 -1.94 1.87  0.386
68 H 2.07 -2.44 3.11  0.468
69 H 1.23 -0.39 5.30  0.348
70 H 2.85 -0.94 4.85  0.445
71 H 2.49 0.79 4.87  0.354
72 H -3.06 2.89 4.91  0.373
73 H -4.49 1.84 4.91  0.438
74 H -2.90 1.16 5.31  0.341
75 H -3.78 -0.17 1.88  0.399
76 H -3.47 -0.61 3.58  0.479
77 H -4.95 0.23 3.16  0.484
78 H -3.78 2.33 1.24  0.111
79 H -4.98 2.65 2.54  0.458
80 H -3.46 3.57 2.46  0.291
81 H 2.55 2.37 3.66  0.258
82 H 2.10 4.69 4.39  0.408
83 H -0.24 5.58 4.38  0.397
84 H -2.11 4.14 3.67  0.301

Record 2
Formula: C33H46N6Pd
Source: the Open Molecules 2025 dataset
Level of theory: the ωB97M-V functional and the def2-TZVPD basis

Results
HOMO energy (spin up / spin down) (eV): 2.720 / -0.183
Calculated total energy (eV): -47382.6778
2S+1: 3
Expectation value of S²: 2.005
Net charge: -2
HOMO-LUMO gap (spin up / spin down) (hartree): 0.0504 / 0.1558
M (g mol⁻¹): 633.19

Last column: Mulliken charge in e.
CARTESIAN COORDINATES (ANGSTROEM)
1 Pd 0.85 0.58 0.00  0.543
2 N 1.27 -3.18 2.29  -0.506
3 N 1.05 -2.15 -1.18  0.769
4 C 1.59 2.43 -0.44  1.000
5 C 2.67 1.54 -0.13  0.568
6 C 2.46 1.04 1.20  0.406
7 C 3.25 0.01 1.94  -1.719
8 H 4.03 -0.43 1.31  0.394
9 H 2.60 -0.81 2.26  0.326
10 H 3.74 0.41 2.84  0.270
11 C 1.30 1.66 1.73  1.091
12 C 0.90 1.61 3.17  -1.344
13 H 1.40 2.40 3.75  0.216
14 H 1.20 0.66 3.62  0.319
15 H -0.18 1.72 3.30  0.262
16 C 0.71 2.48 0.71  0.156
17 C -0.58 3.19 0.85  -1.487
18 H -1.27 2.61 1.48  0.098
19 H -1.07 3.34 -0.12  0.335
20 H -0.45 4.18 1.32  0.234
21 C 3.73 1.03 -1.05  -1.599
22 H 4.68 1.56 -0.96  0.420
23 H 3.40 1.09 -2.09  0.122
24 H 3.93 -0.03 -0.82  0.311
25 C 1.30 3.05 -1.76  -1.258
26 H 0.22 3.16 -1.91  0.134
27 H 1.69 2.41 -2.57  -0.038
28 H 1.76 4.04 -1.86  0.427
29 C 0.56 -3.70 3.28  -0.513
30 H 1.02 -3.67 4.28  0.388
31 C -0.71 -4.27 3.10  -0.569
32 H -1.19 -4.75 3.95  0.624
33 C -1.32 -4.18 1.85  -0.573
34 H -2.34 -4.54 1.69  0.344
35 C -0.61 -3.63 0.79  -0.217
36 H -1.02 -3.52 -0.21  0.353
37 C 0.72 -3.15 1.04  0.528
38 C 1.51 -2.50 0.08  -1.351
39 H 2.51 -2.17 0.35  0.388
40 C 0.71 -0.88 -1.52  -1.079
41 C 0.99 -2.97 -2.32  -1.265
42 H 1.21 -4.02 -2.27  0.529
43 C 0.72 -2.18 -3.35  -0.457
44 H 0.65 -2.41 -4.40  0.568
45 N 0.56 -0.88 -2.87  1.886
46 C 0.33 0.24 -3.74  -3.358
47 C 1.32 0.54 -4.69  3.882
48 C 1.09 1.60 -5.57  -4.637
49 H 1.86 1.86 -6.30  -0.944
50 C -0.10 2.34 -5.53  7.382
51 C -0.34 3.46 -6.49  -2.281
52 H -0.89 4.28 -6.01  0.369
53 H -0.94 3.14 -7.36  0.567
54 H 0.60 3.86 -6.88  0.521
55 C -1.08 1.98 -4.60  -4.020
56 H -2.03 2.53 -4.58  -0.933
57 C -0.88 0.93 -3.69  3.348
58 C -1.97 0.57 -2.73  -1.711
59 H -2.16 -0.51 -2.67  0.272
60 H -2.90 1.05 -3.06  0.321
61 H -1.76 0.94 -1.72  0.114
62 C 2.61 -0.22 -4.81  -1.788
63 H 2.50 -1.15 -5.38  0.433
64 H 3.07 -0.45 -3.85  0.218
65 H 3.32 0.41 -5.36  0.359
66 C -0.52 -0.95 5.02  -0.990
67 N -1.80 -1.08 4.36  0.644
68 C -2.76 -2.05 4.86  -1.389
69 C -1.95 -0.65 3.03  -0.067
70 N -1.03 -0.65 2.11  0.558
71 N -3.23 -0.24 2.71  0.333
72 C -3.98 0.52 3.69  -1.300
73 C -3.49 0.00 1.30  -1.136
74 H -0.51 -1.50 5.98  0.392
75 H -0.32 0.11 5.21  0.317
76 H 0.30 -1.32 4.40  0.185
77 H -3.32 -1.63 5.72  0.302
78 H -3.48 -2.26 4.06  0.395
79 H -2.27 -3.00 5.13  0.415
80 H -0.24 -1.25 2.40  -0.911
81 H -4.49 1.36 3.21  0.474
82 H -4.73 -0.10 4.20  0.256
83 H -3.31 0.93 4.46  0.363
84 H -3.03 0.95 0.96  0.276
85 H -3.03 -0.83 0.75  0.281
86 H -4.57 0.03 1.15  0.448

Record 3
Formula: C33H47MgN5P
Source: the Open Molecules 2025 dataset
Level of theory: the ωB97M-V functional and the def2-TZVPD basis

Results
Energy relative to the best compared isomer or geometry (same formula, charge and spin) (kJ/mol): 0.00
HOMO energy (eV): -10.455
Calculated total energy (eV): -57165.6402
Net charge: +1
HOMO-LUMO gap (hartree): 0.2580
M (g mol⁻¹): 569.05

Last column: natural (NBO) charge in e.
CARTESIAN COORDINATES (ANGSTROEM)
1 Mg -0.15 0.53 -0.45  1.635
2 N -2.56 0.60 3.30  -0.529
3 C -2.05 0.86 2.09  0.364
4 N -0.90 0.43 1.67  -0.657
5 C -0.10 -0.31 2.53  0.399
6 N 1.12 -0.62 2.20  -0.352
7 N 1.42 -0.16 0.95  -0.378
8 C 2.65 -0.09 0.61  0.097
9 C 2.92 0.39 -0.75  0.134
10 C 4.21 0.46 -1.26  -0.211
11 C 4.38 0.93 -2.56  -0.134
12 C 3.26 1.31 -3.29  -0.237
13 C 2.01 1.20 -2.70  0.082
14 N 1.84 0.75 -1.46  -0.538
15 C -0.64 -0.73 3.82  -0.085
16 C 0.04 -1.58 4.69  -0.159
17 C -0.52 -1.92 5.90  -0.206
18 C -1.78 -1.43 6.26  -0.154
19 C -2.47 -0.58 5.41  -0.229
20 C -1.90 -0.24 4.19  0.153
21 H -3.46 0.98 3.54  0.431
22 H -2.64 1.48 1.42  0.231
23 H 3.45 -0.38 1.28  0.211
24 H 5.05 0.17 -0.66  0.235
25 H 5.37 1.00 -2.99  0.237
26 H 3.35 1.68 -4.30  0.240
27 H 1.11 1.50 -3.23  0.221
28 H 1.01 -1.94 4.40  0.246
29 H 0.00 -2.58 6.57  0.233
30 H -2.21 -1.70 7.21  0.234
31 H -3.44 -0.19 5.69  0.226
32 C -1.79 -2.87 -5.47  -0.404
33 C -0.52 -3.53 -4.91  -0.399
34 C -0.11 -2.96 -3.54  -0.398
35 C -1.35 -2.58 -2.72  -0.535
36 C -2.14 -1.46 -3.43  -0.400
37 C -1.90 -1.45 -4.95  -0.400
38 P -0.92 -2.04 -1.00  0.807
39 C 0.21 -3.29 -0.23  -0.537
40 C 1.68 -3.12 -0.65  -0.403
41 C 2.57 -3.72 0.44  -0.403
42 C 1.97 -5.02 1.00  -0.407
43 C 1.05 -5.67 -0.03  -0.392
44 C -0.17 -4.78 -0.31  -0.403
45 C -2.49 -2.25 -0.01  -0.512
46 C -3.45 -1.08 -0.22  -0.410
47 C -4.69 -1.29 0.65  -0.405
48 C -5.50 -2.50 0.15  -0.405
49 C -4.64 -3.44 -0.71  -0.392
50 C -3.24 -3.61 -0.13  -0.415
51 H -2.68 -3.43 -5.15  0.196
52 H -1.78 -2.90 -6.56  0.221
53 H 0.31 -3.40 -5.61  0.210
54 H -0.67 -4.61 -4.82  0.207
55 H 0.52 -2.07 -3.67  0.197
56 H 0.49 -3.70 -3.02  0.211
57 H -1.98 -3.47 -2.64  0.221
58 H -1.89 -0.48 -3.01  0.217
59 H -3.21 -1.61 -3.25  0.205
60 H -0.99 -0.90 -5.19  0.193
61 H -2.72 -0.91 -5.44  0.222
62 H 0.16 -2.98 0.82  0.229
63 H 1.92 -2.08 -0.84  0.207
64 H 1.86 -3.64 -1.59  0.205
65 H 2.70 -2.99 1.25  0.202
66 H 3.57 -3.91 0.02  0.209
67 H 1.38 -4.80 1.90  0.193
68 H 2.76 -5.70 1.31  0.222
69 H 0.72 -6.66 0.30  0.220
70 H 1.61 -5.84 -0.96  0.196
71 H -0.94 -5.00 0.44  0.210
72 H -0.59 -5.03 -1.28  0.204
73 H -2.11 -2.16 1.02  0.218
74 H -3.76 -1.00 -1.26  0.213
75 H -2.95 -0.13 0.00  0.213
76 H -5.31 -0.40 0.67  0.214
77 H -4.36 -1.47 1.68  0.184
78 H -6.35 -2.16 -0.44  0.214
79 H -5.91 -3.05 1.00  0.207
80 H -4.57 -3.06 -1.73  0.193
81 H -5.12 -4.42 -0.79  0.223
82 H -2.68 -4.32 -0.74  0.214
83 H -3.31 -4.06 0.86  0.209
84 C -1.45 1.98 -1.30  -1.431
85 H -2.35 1.55 -1.75  0.201
86 H -0.98 2.56 -2.11  0.207
87 H -1.80 2.74 -0.59  0.200

Record 4
Formula: C33H48Cl2NPTi
Source: the Open Molecules 2025 dataset
Level of theory: the ωB97M-V functional and the def2-TZVPD basis

Results
HOMO energy (eV): 0.096
Calculated total energy (eV): -93941.3810
Net charge: -2
HOMO-LUMO gap (hartree): 0.1300
M (g mol⁻¹): 608.50

Last column: Mulliken charge in e.
CARTESIAN COORDINATES (ANGSTROEM)
1 P 0.11 -0.80 -2.28  -0.083
2 C 1.51 -0.32 -3.45  0.031
3 C 1.47 -0.78 -4.91  -0.184
4 C 2.79 -0.45 -5.62  -1.014
5 C 3.10 1.06 -5.54  -0.608
6 C 3.11 1.54 -4.08  -0.977
7 C 1.79 1.19 -3.38  -0.795
8 C -1.44 0.11 -2.83  0.577
9 C -1.77 0.19 -4.33  -0.531
10 C -3.17 0.79 -4.55  -0.934
11 C -3.28 2.18 -3.91  -0.777
12 C -2.92 2.13 -2.42  -0.780
13 C -1.53 1.51 -2.20  -0.887
14 C -0.26 -2.54 -2.87  0.308
15 C 0.97 -3.43 -2.62  -0.854
16 C 0.71 -4.89 -3.04  -0.819
17 C -0.52 -5.46 -2.32  -0.752
18 C -1.75 -4.58 -2.55  -0.797
19 C -1.49 -3.12 -2.14  -0.847
20 H 2.37 -0.82 -2.97  0.544
21 H 0.65 -0.29 -5.44  0.050
22 H 1.28 -1.86 -4.98  0.170
23 H 2.76 -0.77 -6.67  0.382
24 H 3.61 -1.01 -5.14  0.368
25 H 4.07 1.27 -6.02  0.367
26 H 2.34 1.61 -6.10  0.313
27 H 3.94 1.06 -3.55  0.370
28 H 3.28 2.62 -4.04  0.397
29 H 1.82 1.53 -2.33  0.484
30 H 0.97 1.74 -3.87  0.164
31 H -2.22 -0.49 -2.35  0.337
32 H -3.92 0.12 -4.11  0.356
33 H -1.71 -0.80 -4.79  0.203
34 H -1.03 0.82 -4.84  0.163
35 H -3.39 0.85 -5.62  0.391
36 H -4.29 2.58 -4.04  0.396
37 H -2.59 2.87 -4.42  0.307
38 H -2.96 3.13 -1.98  0.386
39 H -3.66 1.52 -1.88  0.356
40 H -1.30 1.45 -1.13  0.361
41 H -0.77 2.17 -2.64  0.120
42 H -0.48 -2.53 -3.95  0.309
43 H 1.84 -3.04 -3.16  0.305
44 H 1.22 -3.39 -1.55  0.408
45 H 0.54 -4.93 -4.12  0.307
46 H 1.60 -5.50 -2.83  0.372
47 H -0.31 -5.51 -1.24  0.339
48 H -0.71 -6.49 -2.65  0.362
49 H -2.61 -4.97 -2.00  0.389
50 H -2.01 -4.61 -3.62  0.318
51 H -2.38 -2.52 -2.34  0.301
52 H -1.31 -3.07 -1.05  0.340
53 Ti -0.22 0.05 3.91  -0.369
54 Cl -2.33 0.29 4.81  -0.569
55 Cl 1.07 -0.83 2.22  -0.510
56 C 0.32 1.80 3.89  -0.759
57 H 1.07 2.20 4.57  0.184
58 C -1.00 4.65 1.02  -0.628
59 C 0.05 4.95 1.89  -0.348
60 C 0.46 4.01 2.83  -0.696
61 C -0.17 2.75 2.91  1.716
62 C -1.23 2.47 2.03  -0.407
63 C -1.64 3.41 1.09  -0.513
64 H -1.33 5.38 0.28  0.315
65 H 0.54 5.92 1.84  0.341
66 H 1.28 4.23 3.51  0.321
67 H -1.75 1.51 2.09  0.164
68 H -2.46 3.18 0.42  0.405
69 C 2.43 -2.24 7.22  -1.409
70 C 1.60 -1.14 7.82  1.004
71 C 1.62 -1.03 9.22  -0.607
72 C 0.88 -0.05 9.86  -0.522
73 C 0.12 0.84 9.12  -0.844
74 C 0.07 0.77 7.72  1.106
75 C -0.76 1.84 7.09  -1.263
76 C 0.82 -0.25 7.03  -0.067
77 N 0.84 -0.48 5.61  -0.400
78 H 2.09 -3.22 7.61  0.251
79 H 3.50 -2.09 7.50  0.255
80 H 2.38 -2.28 6.11  0.288
81 H 2.21 -1.72 9.82  0.292
82 H 0.89 0.02 10.94  0.323
83 H -0.44 1.60 9.65  0.301
84 H -1.82 1.74 7.42  0.294
85 H -0.39 2.84 7.39  0.311
86 H -0.73 1.81 6.01  0.033

Record 5
Formula: C33H50HfN5O13
Source: the Open Molecules 2025 dataset
Level of theory: the ωB97M-V functional and the def2-TZVPD basis

Results
HOMO energy (eV): -4.286
Calculated total energy (eV): -70410.0339
Net charge: -1
HOMO-LUMO gap (hartree): 0.2069
M (g mol⁻¹): 903.28

Last column: Mulliken charge in e.
CARTESIAN COORDINATES (ANGSTROEM)
1 Hf -3.41 11.89 16.06  3.715
2 C -6.33 12.02 19.67  -1.472
3 C -6.88 12.57 18.36  1.694
4 C -8.30 13.15 18.65  -1.395
5 C -8.40 14.53 19.32  -0.864
6 C -7.56 15.51 18.52  -1.386
7 C -6.14 15.01 18.21  1.611
8 N -6.08 13.65 17.69  -0.100
9 O -4.75 13.30 17.46  1.174
10 C -5.38 15.22 19.53  -1.479
11 C -5.61 16.07 17.21  -1.750
12 C -7.13 11.43 17.35  -1.484
13 H -6.65 11.01 19.97  0.384
14 H -6.67 12.51 20.59  0.387
15 H -5.24 12.03 19.68  -0.203
16 H -8.86 12.54 19.38  0.321
17 H -9.00 13.02 17.82  0.519
18 H -8.16 14.51 20.38  0.370
19 H -9.41 14.92 19.26  0.444
20 H -7.67 16.41 19.14  0.328
21 H -7.99 15.93 17.61  0.609
22 H -5.81 14.71 20.39  0.247
23 H -5.10 16.27 19.68  0.550
24 H -4.33 14.89 19.63  -0.154
25 H -4.55 16.26 17.33  0.397
26 H -6.14 17.02 17.20  0.355
27 H -5.74 15.67 16.20  0.116
28 H -7.69 11.60 16.43  0.226
29 H -7.67 10.69 17.95  0.726
30 H -6.19 10.97 17.02  -0.440
31 C -7.05 11.23 13.52  -0.690
32 C -7.60 11.93 12.45  0.081
33 C -7.14 13.37 12.24  0.180
34 O -7.58 14.08 11.31  -0.717
35 C -6.15 13.91 13.05  -0.905
36 C -5.40 13.11 13.93  0.210
37 C -5.93 11.69 14.24  0.240
38 O -5.21 11.03 15.06  -0.223
39 O -4.35 13.43 14.56  -0.486
40 O -8.47 11.35 11.76  -0.716
41 H -7.33 10.24 13.83  0.410
42 H -5.67 14.87 12.94  0.418
43 C -0.90 11.95 12.32  -0.691
44 C -1.42 11.77 13.62  0.133
45 C -0.47 11.71 14.83  0.190
46 O -1.09 11.56 15.91  0.809
47 C 0.90 11.48 14.60  -1.276
48 C 1.41 11.60 13.30  0.373
49 C 0.49 11.91 12.13  0.083
50 O 0.91 11.91 10.96  -0.700
51 O 2.65 11.51 13.14  -0.720
52 O -2.61 11.49 13.88  -0.532
53 H -1.63 11.89 11.52  0.589
54 H 1.62 11.27 15.38  0.392
55 C -2.54 16.30 15.49  -1.074
56 C -1.82 15.07 16.04  0.273
57 O -2.24 13.92 15.97  -0.292
58 N -0.65 15.33 16.61  -0.205
59 C 0.39 14.34 16.83  -0.762
60 H -2.36 17.24 16.00  0.444
61 H -3.60 16.06 15.48  -0.022
62 H -2.38 16.34 14.41  0.345
63 H -0.39 16.27 16.85  0.314
64 H 0.86 14.09 15.88  0.336
65 H -0.04 13.57 17.47  0.046
66 H 1.21 14.85 17.36  0.452
67 C -1.40 7.66 16.34  -1.448
68 C -2.27 8.43 15.43  0.747
69 O -2.75 9.53 15.68  -0.279
70 N -2.45 7.94 14.17  -0.264
71 C -3.24 8.54 13.09  -0.674
72 H -0.99 6.72 15.98  0.420
73 H -1.77 7.50 17.35  0.233
74 H -0.51 8.28 16.51  0.227
75 H -2.12 7.05 13.85  0.295
76 H -3.48 7.77 12.35  0.461
77 H -2.62 9.30 12.62  0.212
78 H -4.23 8.95 13.32  0.003
79 C -4.29 9.19 19.87  -1.203
80 C -4.43 9.25 18.34  -0.299
81 O -4.16 10.27 17.72  0.190
82 N -4.99 8.16 17.84  -0.028
83 C -5.65 8.12 16.55  -0.684
84 H -3.74 8.38 20.35  0.473
85 H -5.31 9.30 20.23  0.384
86 H -3.72 10.10 20.08  -0.067
87 H -5.11 7.33 18.38  0.271
88 H -5.76 7.11 16.16  0.411
89 H -5.19 8.76 15.80  -0.095
90 H -6.63 8.60 16.64  0.331
91 C -2.32 13.01 20.33  -1.057
92 C -1.70 12.07 19.31  0.331
93 O -2.16 12.09 18.17  -0.359
94 N -0.70 11.29 19.70  -0.243
95 C -0.04 10.22 18.89  -0.720
96 H -2.38 13.99 19.86  0.118
97 H -1.81 12.99 21.29  0.611
98 H -3.38 12.81 20.53  0.082
99 H -0.59 11.17 20.69  0.280
100 H -0.46 10.02 17.91  -0.163
101 H 0.05 9.36 19.55  0.318
102 H 0.92 10.73 18.78  0.428